Density functional theory data (ωB97M-V/def2-TZVPD) for a molecular structure, C21H18BF4N6NdO2S3.

Geometry as XYZ:
```
56
Properties=species:S:1:pos:R:3
Nd 0.3875 0.4762 1.0143
S -2.0308 0.2621 2.4299
C -2.7237 1.8736 2.3791
C -4.0894 1.9629 2.8340
N -5.1868 1.8024 3.1416
C -2.1082 2.9655 1.8622
S -0.6082 3.0797 1.0121
C -2.9005 4.1987 1.8878
N -3.6108 5.0998 1.7435
O 4.0059 3.9078 -4.4314
C 4.6967 3.0326 -3.6921
O 5.8379 3.2328 -3.4147
C 4.0122 1.8289 -3.1039
C 2.6667 1.6048 -3.3152
C 2.0433 0.6390 -2.5597
C 2.7372 -0.0650 -1.5677
C 4.1051 0.1304 -1.3781
C 4.7333 1.0693 -2.1796
N 1.9627 -0.8562 -0.6755
C 2.1395 -2.1027 -0.5175
C 1.2997 -2.8723 0.4189
C 1.4445 -4.2556 0.4322
C 0.7914 -4.9566 1.3958
C -0.0392 -4.2820 2.2672
C -0.0882 -2.9056 2.2185
N 0.5524 -2.2003 1.2819
H 3.1493 3.6196 -4.6337
H 2.0557 2.1805 -4.0109
H 0.9821 0.4274 -2.6664
H 4.6220 -0.4287 -0.5513
H 5.7462 1.3242 -1.9440
H 2.9472 -2.6609 -1.0143
H 2.1433 -4.7455 -0.2514
H 0.9437 -6.0220 1.5035
H -0.5588 -4.8172 3.0629
H -0.7252 -2.3031 2.8777
C -3.6449 -2.0379 -0.0735
N -3.6347 -0.6228 -0.2362
C -4.7755 0.2167 0.0976
C -4.4064 1.6195 -0.4348
N -3.0624 1.3996 -0.8715
C -2.6609 0.1550 -0.7187
S -1.0990 -0.4376 -1.1940
H -3.2814 -2.3276 0.9425
H -3.0740 -2.5871 -0.7786
H -4.6910 -2.3768 -0.1340
H -4.9077 0.2452 1.1812
H -5.7085 -0.1230 -0.2946
H -4.5414 2.4286 0.2794
H -5.0707 1.8687 -1.2160
H -2.3762 2.1485 -0.8938
F 3.8991 0.8651 3.4947
B 3.1928 0.2339 2.5338
F 1.7923 -0.1464 2.9069
F 3.9001 -0.8556 2.1353
F 2.8144 1.0892 1.4183
```

HOMO level (spin up / spin down)	-7.98 / -7.98	eV
orbital gap (spin up / spin down)	0.2329 / 0.2330	hartree
charge	0
<S²>	3.753
E_LUMO (spin up / spin down)	-1.64 / -1.64	eV
E	-3470.74373	Eh
2S+1	4

Atomic partial charges in e from the natural (NBO) method, atoms 1 to 4: 1.72 -0.35 -0.29 0.26